Arrangement w

Here is 2 unconnected molecules or ions with the total composition C3H8N2S from the OMol25 dataset. Energies are from ωB97M-V with the def2-TZVPD basis set.

Cartesian coordinates (Å):
1 C -1.084 1.223 -1.427
2 C 0.088 0.302 -1.156
3 S -0.468 -1.120 -0.147
4 N 1.076 -1.671 0.331
5 H -1.493 1.585 -0.487
6 H -0.766 2.072 -2.028
7 H -1.866 0.689 -1.960
8 H 0.865 0.797 -0.574
9 H 0.519 -0.096 -2.074
10 H 1.277 -1.360 1.286
11 H 1.099 -2.684 0.308
12 C 0.270 0.090 2.667
13 N -0.692 0.024 2.048
14 H 1.175 0.150 3.212

LUMO level (eV): 0.87
Total charge: 0
Frontier orbital gap (eV): 8.62
Structure (SMILES): CCSN.C#N

natural (NBO) atomic charge list, values in e, 8 entries:
1. C -0.626
2. C -0.519
3. S 0.421
4. N -0.982
5. H 0.218
6. H 0.214
7. H 0.209
8. H 0.207

Arrangement x

Here is C3H8N2S in the gas phase from the OMol25 dataset. Energies are from ωB97M-V with the def2-TZVPD basis set.

Cartesian coordinates (Å):
1 C -2.484 -0.286 0.046
2 S -0.885 -0.322 -0.702
3 C 0.145 0.846 0.249
4 C 1.465 0.950 -0.413
5 N 2.346 0.022 -0.411
6 N 2.117 -1.184 0.108
7 H -3.091 -1.111 -0.384
8 H -2.387 -0.404 1.155
9 H -3.011 0.629 -0.145
10 H 0.350 0.460 1.278
11 H -0.372 1.762 0.294
12 H 1.777 1.898 -0.919
13 H 2.860 -1.771 -0.111
14 H 1.169 -1.489 -0.044

LUMO level (eV): 0.92
Total charge: 0
Frontier orbital gap (eV): 9.55
Structure (SMILES): CSC/C=N\N

natural (NBO) atomic charge list, values in e, 8 entries:
1. C -0.766
2. S 0.183
3. C -0.598
4. C -0.021
5. N -0.214
6. N -0.640
7. H 0.242
8. H 0.219

Stability check: which of them is least stable? arrangement w.

Arrangement w

Here is 2 unconnected molecules or ions with the total composition C3H4BrN from the OMol25 dataset. Energies are from ωB97M-V with the def2-TZVPD basis set.

Cartesian coordinates (Å):
1 C -0.157 0.478 -0.921
2 C 0.550 -0.077 0.045
3 C 0.454 0.312 1.391
4 N 0.216 0.731 2.510
5 Br -0.816 -2.376 -3.274
6 H -0.743 1.481 -0.751
7 H -0.096 0.153 -1.932
8 H 1.116 -1.077 -0.206
9 H -0.524 0.375 3.139

LUMO level (alpha / beta) (eV): -3.25 / -3.24
Total charge: 0
Frontier orbital gap (alpha / beta) (eV): 3.84 / 3.85

natural (NBO) atomic charge list, values in e, 8 entries:
1. C -0.078
2. C -0.481
3. C 0.651
4. N -0.526
5. Br -0.853
6. H 0.216
7. H 0.284
8. H 0.324

Arrangement x

Here is C3H4BrN in the gas phase from the OMol25 dataset. Energies are from ωB97M-V with the def2-TZVPD basis set.

Cartesian coordinates (Å):
1 C 1.060 0.403 0.857
2 C 1.170 -0.941 0.921
3 C -1.207 0.300 -1.075
4 N 0.711 1.550 0.867
5 Br -0.817 1.997 -0.712
6 H 1.916 -1.655 0.693
7 H 0.114 -1.440 1.144
8 H -2.114 -0.116 -0.712
9 H -0.833 -0.098 -1.983

LUMO level (alpha / beta) (eV): -0.50 / -1.06
Total charge: 0
Frontier orbital gap (alpha / beta) (eV): 7.97 / 7.09

natural (NBO) atomic charge list, values in e, 8 entries:
1. C 0.244
2. C -0.510
3. C -0.582
4. N -0.445
5. Br 0.435
6. H 0.233
7. H 0.234
8. H 0.197

Arrangement y

Here is 2 unconnected molecules or ions with the total composition C3H4BrN from the OMol25 dataset. Energies are from ωB97M-V with the def2-TZVPD basis set.

Cartesian coordinates (Å):
1 C 0.535 2.044 0.233
2 C 0.622 0.718 0.187
3 C 0.601 -0.556 0.232
4 N 0.478 -1.763 0.116
5 H -0.386 2.647 0.324
6 H 1.453 2.684 0.082
7 H 1.330 -2.484 0.198
8 Br -2.963 -1.416 -0.675
9 H -1.671 -1.874 -0.697

LUMO level (eV): -0.40
Total charge: 0
Frontier orbital gap (eV): 8.54
Structure (SMILES): C=C=C=N.Br

natural (NBO) atomic charge list, values in e, 8 entries:
1. C -0.305
2. C -0.189
3. C 0.338
4. N -0.648
5. H 0.213
6. H 0.206
7. H 0.398
8. Br -0.222

Stability check: which of them is least stable? arrangement x.

Arrangement w

Here is a gas-phase ion, C4H10NO (charge +1) from the OMol25 dataset. Energies are from ωB97M-V with the def2-TZVPD basis set.

Cartesian coordinates (Å):
1 C 1.803 -0.365 -0.328
2 N 0.453 0.020 -0.021
3 C 0.408 1.421 0.173
4 C -0.435 -0.935 0.210
5 C -1.865 -0.559 0.468
6 O -2.149 0.417 -0.520
7 H 2.437 0.143 0.531
8 H 2.055 0.332 -1.082
9 H 1.904 -1.429 -0.512
10 H -0.269 1.616 1.024
11 H -0.017 1.883 -0.685
12 H 1.312 1.868 0.309
13 H -0.007 -1.922 0.343
14 H -2.521 -1.487 0.366
15 H -1.929 -0.010 1.408
16 H -2.505 -0.168 -1.272

LUMO level (eV): -5.04
Total charge: +1
Frontier orbital gap (eV): 10.43
Structure (SMILES): C[N+](C)=CCO

natural (NBO) atomic charge list, values in e, 8 entries:
1. C -0.412
2. N -0.205
3. C -0.434
4. C 0.257
5. C -0.161
6. O -0.689
7. H 0.238
8. H 0.236

Arrangement x

Here is 2 unconnected molecules or ions with the total composition C4H10NO from the OMol25 dataset. Energies are from ωB97M-V with the def2-TZVPD basis set.

Cartesian coordinates (Å):
1 C 1.646 2.158 -0.285
2 C 0.669 1.076 0.003
3 C 0.902 -0.214 -0.185
4 N -0.121 -1.173 0.136
5 C 0.070 -2.411 0.314
6 H 2.591 1.816 -0.678
7 H 1.163 2.869 -0.958
8 H 1.818 2.769 0.608
9 H -0.193 1.378 0.585
10 H 1.716 -0.669 -0.737
11 H -1.051 -0.765 0.339
12 H -0.744 -3.048 0.648
13 H 1.033 -2.884 0.283
14 H -2.760 0.913 -0.643
15 H -3.221 0.072 0.631
16 O -2.483 0.319 0.059

LUMO level (eV): -4.71
Total charge: +1
Frontier orbital gap (eV): 9.48

natural (NBO) atomic charge list, values in e, 8 entries:
1. C -0.658
2. C -0.076
3. C -0.110
4. N -0.396
5. C 0.092
6. H 0.235
7. H 0.249
8. H 0.252

Arrangement y

Here is 2 unconnected molecules or ions with the total composition C4H10NO from the OMol25 dataset. Energies are from ωB97M-V with the def2-TZVPD basis set.

Cartesian coordinates (Å):
1 C -2.581 -0.327 0.340
2 C -0.531 -0.011 -0.275
3 C 0.781 1.939 0.176
4 C 2.024 -1.295 0.310
5 N 0.650 0.627 -0.081
6 O 1.892 -0.008 -0.343
7 H -3.140 -0.894 -0.520
8 H -0.529 -0.993 -0.783
9 H -3.227 0.477 0.633
10 H -2.208 -0.906 1.126
11 H -0.221 2.308 0.090
12 H 1.257 2.545 -0.667
13 H 1.344 2.171 1.115
14 H 1.542 -1.444 1.228
15 H 3.121 -1.318 0.396
16 H 1.820 -1.991 -0.441

LUMO level (eV): -5.29
Total charge: +1
Frontier orbital gap (eV): 9.95

natural (NBO) atomic charge list, values in e, 8 entries:
1. C -0.357
2. C 0.141
3. C -0.453
4. C -0.280
5. N -0.043
6. O -0.312
7. H 0.251
8. H 0.209

Arrangement z

Here is 2 unconnected molecules or ions with the total composition C4H10NO from the OMol25 dataset. Energies are from ωB97M-V with the def2-TZVPD basis set.

Cartesian coordinates (Å):
1 C 2.586 0.577 -0.069
2 C 2.238 -0.575 0.273
3 C -2.202 -0.194 0.117
4 C -0.669 0.178 0.291
5 N 0.093 -0.797 -0.442
6 O -0.314 1.440 -0.180
7 H 3.562 1.150 0.116
8 H 1.626 1.240 -0.314
9 H 2.183 -1.595 0.462
10 H -2.967 0.455 0.425
11 H -2.363 -1.295 0.390
12 H -2.262 -0.111 -1.006
13 H -0.420 -0.001 1.338
14 H -0.043 -1.666 -0.019
15 H -0.032 -0.880 -1.395
16 H -1.017 2.073 0.013

LUMO level (eV): -5.38
Total charge: +1
Frontier orbital gap (eV): 9.32

natural (NBO) atomic charge list, values in e, 8 entries:
1. C -0.493
2. C 0.222
3. C -0.652
4. C 0.244
5. N -0.702
6. O -0.721
7. H 0.333
8. H 0.371

Stability check: which of them is least stable? arrangement y.